No. 1
Formula: C21H27N3O5S
Source: OMol25
Level of theory: the ωB97M-V functional and the def2-TZVPD basis

The calculation puts the lowest unoccupied orbital energy at 0.4 eV. As for the total energy: -47758.892 eV. The value obtained for the HOMO energy is -8.17 eV. Its spin multiplicity is 1. As for the total charge: 0. The frontier orbital gap is 0.315 Eh. As for the relative energy (zero: lowest compared OMol25 entry of this formula, charge and spin): 1.054 eV.

Last column: Löwdin charge in e.
Atoms and positions in Å:
C: 0.9723 -2.6399 -3.2135  -0.040
H: 1.7700 -1.9019 -3.1068  0.098
H: 0.0942 -2.1912 -3.6707  0.094
H: 1.3423 -3.4684 -3.8217  0.098
O: 0.5585 -3.1060 -1.9406  -0.052
C: 1.5313 -3.6248 -1.1627  -0.437
O: 2.6794 -3.7005 -1.5435  0.091
C: 1.0046 -4.0522 0.1324  -0.035
C: 1.7627 -4.6124 1.1052  -0.214
N: 1.1773 -4.9798 2.2943  0.066
C: -0.1695 -4.9680 2.5220  -0.904
N: -0.9444 -4.5269 1.5234  0.075
H: -1.9310 -4.4614 1.7266  0.138
C: -0.4633 -3.7659 0.3786  -0.200
C: -0.6841 -2.2826 0.6017  -0.177
C: -1.5892 -1.5664 -0.1621  -0.024
C: -1.7815 -0.2164 0.0689  0.012
C: -1.0895 0.4522 1.0705  -0.165
C: -0.1798 -0.2700 1.8655  -0.179
C: 0.0055 -1.6234 1.6061  0.070
H: 0.7143 -2.1469 2.2285  0.134
O: 0.5956 0.2137 2.8775  -0.062
C: 0.2831 1.4299 3.5177  -0.071
H: 0.9143 1.4542 4.4061  0.095
H: 0.5133 2.2923 2.8876  0.083
H: -0.7660 1.4707 3.8186  0.100
O: -1.2389 1.7979 1.3166  -0.091
C: -2.2762 2.4993 0.6664  -0.083
C: -2.0746 2.7521 -0.8360  -0.442
O: -2.9652 2.4659 -1.6186  0.050
N: -0.9069 3.2879 -1.2271  -0.042
C: 0.1408 3.8000 -0.3738  -0.142
H: -0.0358 3.5158 0.6606  0.107
C: 0.2251 5.3225 -0.5084  -0.171
C: 0.4580 5.7062 -1.9673  -0.206
C: -0.6398 5.1029 -2.8398  -0.171
C: -0.7002 3.5911 -2.6309  -0.138
H: -1.5278 3.1526 -3.1901  0.121
H: 0.2397 3.1288 -2.9522  0.131
H: -0.4524 5.3164 -3.8926  0.112
H: -1.6047 5.5370 -2.5705  0.120
H: 0.4685 6.7922 -2.0727  0.109
H: 1.4303 5.3274 -2.2913  0.113
H: 1.0349 5.6965 0.1196  0.112
H: -0.7103 5.7660 -0.1598  0.117
H: 1.0897 3.3522 -0.6937  0.136
H: -2.3389 3.4617 1.1855  0.142
H: -3.2354 1.9804 0.7799  0.141
H: -2.4763 0.3184 -0.5569  0.104
H: -2.1390 -2.0526 -0.9525  0.118
H: -1.0481 -4.0797 -0.4949  0.152
S: -0.7737 -5.5493 3.9398  0.606
H: 1.7469 -5.3879 3.0224  0.132
C: 3.2241 -4.8971 1.0377  0.007
H: 3.6265 -4.5893 0.0794  0.070
H: 3.3998 -5.9632 1.1784  0.097
H: 3.7392 -4.3598 1.8334  0.097

Cartesian forces (eV/Å) of the 3 atoms listed first:
C 0.278 0.089 -0.304
H -0.082 -0.049 -0.045
H 0.023 -0.021 0.022

No. 2
Formula: C18H18BiFN7O7PSTe
Source: OMol25
Level of theory: the ωB97M-V functional and the def2-TZVPD basis

The calculation puts the lowest unoccupied orbital energy (alpha / beta) at 4.2 / 4.1 eV. As for the total energy: -79689.913 eV. The value obtained for the HOMO energy (alpha / beta) is 0.76 / 0.36 eV. Its spin multiplicity is 1. As for the total charge: -2. The frontier orbital gap (alpha / beta) is 0.125 / 0.139 Eh. As for the relative energy (zero: lowest compared OMol25 entry of this formula, charge and spin): 0.014 eV.

Last column: Löwdin charge in e.
Atoms and positions in Å:
Bi: 8.5710 7.8948 9.6739  2.027
C: 11.1443 9.9199 14.7476  -0.084
N: 10.9022 9.9328 13.3329  -0.119
C: 11.8077 10.0250 12.3027  -0.087
C: 11.1787 9.8728 11.1034  -0.145
N: 9.8298 9.6590 11.3174  -0.015
C: 9.6188 9.7081 12.6387  -0.424
P: 8.1073 9.5137 13.5186  1.018
C: 7.0109 10.8553 12.9218  -0.387
N: 6.7969 11.1288 11.5987  0.055
C: 5.7987 12.0686 11.5351  -0.167
C: 5.3564 12.3986 12.8017  -0.123
N: 6.0900 11.6690 13.7338  -0.149
C: 6.0678 11.7348 15.1919  -0.084
C: 7.2497 8.0086 12.9879  -0.498
N: 6.8827 7.7177 11.6822  -0.096
C: 5.9277 6.6922 11.7985  -0.180
C: 5.7255 6.3893 13.1131  -0.113
N: 6.4923 7.2716 13.8851  -0.166
C: 6.7738 7.1161 15.3038  -0.088
H: 12.1884 9.7938 14.9604  0.070
H: 10.5929 9.0618 15.1580  0.074
H: 10.8324 10.8420 15.2383  0.079
H: 12.8634 10.2562 12.5290  0.117
H: 11.5455 9.9872 10.1145  0.068
H: 5.4305 12.4161 10.6160  0.074
H: 4.5386 13.0826 13.0485  0.094
H: 6.3079 12.7698 15.5946  0.090
H: 6.7970 10.9959 15.5985  0.052
H: 5.0562 11.4167 15.4945  0.075
H: 5.5097 6.2102 10.9343  0.087
H: 4.9817 5.7157 13.5628  0.098
H: 5.9515 6.6266 15.8200  0.069
H: 6.8914 8.0908 15.8045  0.049
H: 7.6916 6.5544 15.4894  0.075
O: 8.5484 5.3189 12.4400  0.074
C: 8.9543 5.6391 11.3467  -0.582
O: 9.8586 6.5807 11.0004  -0.220
C: 8.2696 5.0822 10.0416  -0.555
O: 8.5284 3.9443 9.6923  0.059
O: 7.4748 5.9911 9.4124  -0.296
F: 8.7505 11.6461 8.5128  -0.792
O: 10.9430 8.5612 6.4273  0.075
N: 10.3400 8.3147 7.4491  -0.546
O: 9.3879 7.4995 7.4856  -0.182
O: 10.6911 8.8544 8.5945  -0.189
Te: 8.4521 12.7029 6.9249  0.762
C: 10.5173 12.7599 7.0779  -0.996
C: 11.3735 12.4533 8.1459  -0.234
C: 12.6762 12.7581 7.8156  -0.254
C: 12.8197 13.1796 6.5378  -0.495
S: 11.3564 13.1397 5.6359  0.830
H: 11.0032 12.0298 9.0600  0.070
H: 13.5182 12.6552 8.5093  0.095
H: 13.7286 13.4669 6.0317  0.032

Cartesian forces (eV/Å) of the 3 atoms listed first:
Bi -0.574 1.006 1.852
C -0.734 -0.357 0.223
N -2.591 -0.331 -2.949

No. 3
Formula: C31H37N4O2PRhSSi
Source: OMol25
Level of theory: the ωB97M-V functional and the def2-TZVPD basis

The calculation puts the lowest unoccupied orbital energy (alpha / beta) at -1.9 / -5.0 eV. As for the expectation value of S²: 6.07. As for the total energy: -73804.247 eV. The value obtained for the HOMO energy (alpha / beta) is -10.27 / -10.69 eV. Its spin multiplicity is 5. As for the total charge: +1. The frontier orbital gap (alpha / beta) is 0.307 / 0.208 Eh. As for the relative energy (zero: lowest compared OMol25 entry of this formula, charge and spin): 0.000 eV.

Last column: Löwdin charge in e.
Atoms and positions in Å:
Rh: 1.0241 0.5343 -0.3143  0.806
C: 4.0170 -1.4691 0.8704  -0.162
Si: 4.0552 -0.3194 -0.5885  0.438
C: 5.8206 -0.0069 -1.1070  -0.180
C: 3.1511 -0.9513 -2.1061  -0.172
N: 3.1184 1.1437 -0.1226  -0.069
C: 3.5308 2.3338 0.2805  -0.258
C: 4.8922 2.6627 0.5770  0.004
C: 5.2441 3.8996 1.0376  -0.054
C: 4.2681 4.8893 1.2262  -0.025
C: 2.9311 4.6319 0.9488  0.011
C: 2.5680 3.3886 0.4817  -0.179
O: 1.2908 3.0456 0.1697  -0.076
C: 0.2883 4.0209 0.2121  -0.310
C: 0.1640 4.9064 -0.8428  -0.015
C: -0.8781 5.8220 -0.8216  -0.060
C: -1.7780 5.8334 0.2375  -0.069
C: -1.6318 4.9353 1.2861  -0.064
C: -0.5851 4.0212 1.2817  -0.019
H: 4.2927 -2.4772 0.5514  0.045
H: 3.0316 -1.5217 1.3312  0.007
H: 4.7412 -1.1520 1.6237  0.038
H: 6.1573 -0.9105 -1.6242  0.046
H: 6.5099 0.1530 -0.2780  0.031
H: 5.9132 0.8201 -1.8133  0.045
H: 3.2087 -2.0414 -2.1431  0.045
H: 3.6211 -0.5581 -3.0098  0.039
H: 2.0842 -0.7019 -2.1601  -0.012
H: 5.6428 1.8997 0.4489  0.085
H: 6.2787 4.1159 1.2644  0.117
H: 4.5539 5.8656 1.5925  0.119
H: 2.1829 5.3980 1.0945  0.127
H: 0.8702 4.8716 -1.6626  0.135
H: -0.9927 6.5218 -1.6383  0.116
H: -2.5917 6.5455 0.2461  0.113
H: -2.3270 4.9493 2.1151  0.115
H: -0.4416 3.3194 2.0940  0.129
C: -4.2232 1.9981 -0.5852  -0.176
N: -3.6079 2.1749 -1.8998  -0.142
C: -3.8949 0.9968 -2.7164  -0.180
N: -3.4671 -0.2577 -2.1008  -0.146
C: -4.0861 -0.3688 -0.7809  -0.177
N: -3.8104 0.7707 0.0951  -0.143
C: -2.4050 0.8194 0.4818  -0.302
P: -1.2958 1.0078 -0.9907  0.956
C: -2.1761 2.4338 -1.7951  -0.294
C: -2.0147 -0.3508 -2.0244  -0.307
H: -5.3052 1.9623 -0.7206  0.132
H: -3.9787 2.8566 0.0437  0.125
H: -3.4106 1.1051 -3.6883  0.130
H: -4.9738 0.9477 -2.8712  0.132
H: -3.7399 -1.2839 -0.2972  0.131
H: -5.1664 -0.4355 -0.9188  0.132
H: -2.1273 -0.0991 1.0044  0.085
H: -2.2435 1.6556 1.1653  0.079
H: -1.7593 2.6016 -2.7910  0.100
H: -2.0139 3.3400 -1.2106  0.061
H: -1.7180 -1.3064 -1.5871  0.077
H: -1.5915 -0.3010 -3.0307  0.097
C: -3.6840 -7.1975 1.8789  -0.044
C: -2.7107 -8.2024 2.4333  -0.718
O: -3.0064 -9.0985 3.1654  0.038
S: -0.9877 -8.1520 1.8534  1.032
C: -0.7034 -6.4546 1.4461  -0.542
C: -0.2108 -6.1388 0.1813  -0.083
C: 0.1051 -4.8315 -0.1358  -0.017
C: -0.0791 -3.8099 0.8037  -0.253
C: -0.5744 -4.1347 2.0749  -0.015
C: -0.8680 -5.4441 2.3956  -0.093
C: 0.2441 -2.4665 0.4760  -0.096
C: 0.5405 -1.3076 0.1886  -0.192
H: -4.6368 -7.3256 2.3864  0.091
H: -3.8038 -7.3959 0.8127  0.095
H: -3.3336 -6.1736 1.9874  0.065
H: -0.0828 -6.9240 -0.5517  0.110
H: 0.4888 -4.5844 -1.1167  0.120
H: -0.7019 -3.3504 2.8091  0.121
H: -1.2120 -5.6943 3.3909  0.121

Cartesian forces (eV/Å) of the 3 atoms listed first:
Rh -0.117 0.163 0.086
C -0.001 -0.009 0.007
Si 0.042 0.009 -0.007

No. 4
Formula: C9H9NO2
Source: OMol25
Level of theory: the ωB97M-V functional and the def2-TZVPD basis

The calculation puts the lowest unoccupied orbital energy at 0.1 eV. As for the total energy: -15060.200 eV. The value obtained for the HOMO energy is -8.84 eV. Its spin multiplicity is 1. As for the total charge: 0. The frontier orbital gap is 0.329 Eh. As for the relative energy (zero: lowest compared OMol25 entry of this formula, charge and spin): 4.458 eV.

Last column: Löwdin charge in e.
Atoms and positions in Å:
C: -3.2054 0.8815 0.1946  -0.038
C: -1.8412 0.4846 -0.2701  -0.337
C: -0.1946 0.2494 -1.9184  -0.075
C: 0.8390 -0.0818 -1.0492  -0.164
C: 2.2472 -0.4479 -1.4034  -0.169
C: 0.4448 -0.0402 0.2977  -0.125
C: 1.1264 -0.5243 1.3876  -0.116
C: 1.8480 -0.9428 2.2699  0.176
C: -0.9342 -0.0107 0.6169  -0.217
H: -2.9386 1.3340 1.2508  0.108
H: -3.9457 1.6433 -0.3986  0.132
H: -3.8101 -0.0504 0.3992  0.087
H: -0.2063 0.5225 -3.0660  0.148
H: 2.4479 -0.2193 -2.5010  0.137
H: 2.3015 -1.6034 -1.1929  0.157
H: 3.6376 0.0366 0.1480  0.072
H: 2.4165 -1.1840 3.1241  0.035
H: -0.6665 -0.6116 2.4849  0.121
N: -1.4678 0.5923 -1.5175  0.103
O: 3.3095 0.3150 -0.7184  -0.085
O: -1.4080 -0.3428 1.8616  0.047

Cartesian forces (eV/Å) of the 3 atoms listed first:
C -1.740 1.260 1.809
C -1.145 0.431 -1.625
C -1.709 1.746 -2.202

No. 5
Formula: CH2ClNO2
Source: OMol25
Level of theory: the ωB97M-V functional and the def2-TZVPD basis

The calculation puts the lowest unoccupied orbital energy at 0.0 eV. As for the total energy: -19173.541 eV. The value obtained for the HOMO energy is -9.49 eV. Its spin multiplicity is 1. As for the total charge: 0. The frontier orbital gap is 0.347 Eh. As for the relative energy (zero: lowest compared OMol25 entry of this formula, charge and spin): 2.878 eV.

Last column: Löwdin charge in e.
Atoms and positions in Å:
C: -0.0949 -0.4268 -1.6126  -0.718
N: 0.3469 0.4732 2.3511  0.043
O: -0.2976 -0.6933 -0.4575  -0.020
O: 0.0077 1.3981 1.6549  -0.072
Cl: 1.3916 -0.7146 -2.4074  0.670
H: -0.4971 0.2253 2.8116  0.032
H: -0.8567 -0.2619 -2.3401  0.066

Cartesian forces (eV/Å) of the 3 atoms listed first:
C -0.669 -1.875 2.138
N 0.962 1.253 -1.279
O 0.381 0.859 -1.355

No. 6
Formula: C2H3NS4
Source: OMol25
Level of theory: the ωB97M-V functional and the def2-TZVPD basis

The calculation puts the lowest unoccupied orbital energy at 0.1 eV. As for the total energy: -46951.311 eV. The value obtained for the HOMO energy is -8.14 eV. Its spin multiplicity is 1. As for the total charge: 0. The frontier orbital gap is 0.304 Eh. As for the relative energy (zero: lowest compared OMol25 entry of this formula, charge and spin): 1.582 eV.

Last column: Löwdin charge in e.
Atoms and positions in Å:
C: -0.2949 -0.8782 0.0559  -0.567
C: -0.8413 0.3527 -0.0101  -1.020
N: 2.3914 0.2638 -0.4743  -0.727
S: 0.1125 1.7878 -0.5681  0.502
S: 1.8131 1.5677 0.5282  0.444
S: -2.7038 0.3438 0.0645  0.652
S: 1.4432 -1.2466 -0.0895  0.814
H: -0.6132 -1.8860 0.0604  0.034
H: -3.0357 1.4765 0.8291  -0.113
H: 3.3616 0.1524 -0.4423  -0.019

Cartesian forces (eV/Å) of the 3 atoms listed first:
C 2.615 2.323 -0.786
C -1.367 -0.889 -0.158
N -3.539 -0.442 0.666